85
Properties=species:S:1:pos:R:3:forces:R:3 method="wB97M-V/def2-TZVPD" multiplicity=1 mol_weight_g_mol=952.6 homo_lumo_gap_ha=0.23492 lumo_energy_ev=1.97 total_charge=-1 de_lowest_ev=0.344
I 0.327354 5.107432 3.099539 0.00 0.03 -0.07
I 1.389811 1.934956 8.082037 0.01 0.01 0.08
Sc -0.229186 1.177457 0.501339 -0.02 -0.23 0.19
S 2.168117 -2.570360 0.707043 0.06 0.18 -0.09
Si 3.256829 -4.263852 -1.824579 -0.10 -0.05 0.00
F 3.465858 4.311557 -3.713018 -0.04 -0.02 0.03
O -4.032498 -1.797280 -3.991819 0.00 0.06 0.01
O -1.848559 2.609425 0.053738 0.05 0.05 -0.03
O -1.635060 -0.013624 -0.321130 -0.43 -0.33 -0.23
O 0.719543 2.176504 1.936401 0.28 0.48 0.28
N 1.034331 -0.861172 -1.025245 -0.07 0.29 0.03
N 0.148866 -0.553142 2.103364 0.03 0.00 -0.21
N -1.949529 1.261709 2.567986 0.25 -0.04 -0.11
C 3.209858 2.816257 -1.899480 -0.06 0.02 0.00
C 0.983393 -1.191105 -3.408269 0.02 -0.05 0.09
C 0.940992 3.254395 5.396913 0.01 -0.05 0.04
C -1.088277 -0.959927 2.761597 -0.06 -0.08 0.00
C 0.887872 2.150480 3.224541 -0.12 -0.11 -0.23
C 1.297196 0.877305 5.248625 0.00 0.03 -0.07
C 1.290311 3.885063 -2.897342 -0.02 -0.03 0.03
C 1.780894 -2.325100 -3.263708 -0.01 0.14 -0.03
C 0.789008 3.300214 4.019639 -0.03 0.04 0.25
C 4.948175 -3.927248 -1.112687 0.10 0.07 0.01
C -4.462275 0.384685 -3.276286 0.05 0.01 0.06
C 3.565764 -4.935279 -3.565002 0.01 0.00 -0.01
C 0.660181 -0.503742 -2.259630 -0.03 -0.04 -0.07
C -2.053939 0.306744 4.747732 -0.05 -0.01 -0.02
C -1.744221 0.236002 3.397388 -0.08 0.06 0.00
C -2.442520 2.394103 3.057938 -0.01 0.00 0.03
C -3.194400 1.378269 -1.453553 -0.05 0.16 -0.04
C -3.269867 -2.991904 -3.918296 -0.02 0.06 0.03
C -3.731953 -0.813066 -3.107210 0.04 -0.12 -0.03
C 2.359610 2.162093 -1.014323 0.07 0.03 -0.04
C -2.849919 2.545035 -0.675423 0.05 -0.09 -0.02
C 1.137137 0.925047 3.874476 0.09 -0.13 0.20
C 1.770107 -1.984115 -0.878388 -0.09 -0.11 0.20
C -2.568980 1.488188 5.254329 -0.01 -0.01 0.02
C -3.719942 3.777669 -0.736611 -0.03 -0.01 -0.02
C -2.768181 2.556200 4.395519 0.00 0.01 -0.06
C -2.509138 0.146956 -1.254259 0.22 -0.01 0.18
C 2.647224 3.666330 -2.829981 0.07 0.02 -0.03
C 1.260099 -0.319838 3.040253 0.03 -0.03 0.02
C 2.389962 -5.632788 -0.897360 -0.06 -0.13 0.08
C -2.788629 -0.940447 -2.114665 -0.21 0.05 -0.07
C 0.473340 3.212401 -1.986913 0.05 0.04 -0.06
C 0.967557 2.327892 -1.024507 -0.07 0.00 -0.05
C 1.198370 2.036372 6.006132 -0.03 0.03 -0.12
C 2.193183 -2.736040 -2.011315 0.03 -0.06 -0.14
C -4.185254 1.442141 -2.458200 -0.01 -0.04 -0.02
H -4.729586 2.365332 -2.605729 -0.01 0.01 0.00
H 1.485566 -0.076305 5.727541 0.00 0.00 0.01
H -1.847086 -0.537293 5.392339 0.00 0.00 0.01
H 5.429455 -3.114182 -1.660476 0.04 0.01 -0.01
H 0.845086 4.157517 5.983214 0.01 0.00 0.00
H 5.570443 -4.820368 -1.215907 0.03 0.00 0.03
H -3.615531 -3.617908 -4.736320 0.01 -0.01 0.00
H -3.284979 4.539084 -0.094732 0.00 0.00 0.01
H -5.202081 0.442068 -4.061218 -0.01 0.00 -0.01
H 0.645890 -0.835600 -4.372140 0.00 0.00 -0.01
H -3.436346 -3.503330 -2.967619 0.01 -0.02 0.00
H 3.044073 -6.504393 -0.816459 0.01 -0.06 -0.01
H -2.216432 -1.840563 -1.954308 0.02 -0.03 0.00
H 0.890914 4.561701 -3.642670 -0.01 0.01 -0.01
H 0.066989 0.400058 -2.333223 0.04 -0.01 -0.01
H 4.195425 -5.826351 -3.501933 0.02 -0.01 0.00
H 2.641168 -5.223567 -4.069612 -0.03 0.00 0.00
H 4.083131 -4.209942 -4.196594 0.02 0.01 -0.02
H -2.203993 -2.783834 -4.033248 0.01 -0.01 0.00
H 1.489696 -5.935118 -1.437163 -0.04 -0.03 0.00
H 1.371034 -1.187513 3.704061 0.02 0.02 -0.01
H 4.282884 2.673744 -1.879689 0.01 0.00 0.00
H -2.785959 1.581889 6.310740 0.00 0.00 0.01
H -2.541613 3.208903 2.350414 -0.02 0.00 0.00
H -3.780841 4.160763 -1.755516 0.03 0.02 0.00
H 4.891055 -3.642405 -0.064237 -0.01 -0.01 0.02
H -0.596250 3.398047 -2.052256 0.02 0.01 -0.01
H -1.751126 -1.356274 1.988326 0.00 -0.01 0.04
H 2.818830 1.483363 -0.298578 -0.02 0.00 0.00
H 2.162836 -0.284678 2.426688 0.00 0.03 -0.01
H -3.138671 3.507954 4.750427 0.00 0.00 0.01
H -0.910555 -1.746658 3.506765 -0.01 0.04 0.01
H 0.483732 -1.327430 1.504352 0.05 0.04 0.04
H -4.735515 3.547819 -0.410550 0.00 0.00 0.00
H 2.085032 -2.877772 -4.144694 0.00 -0.03 -0.03
H 2.104718 -5.305606 0.102709 0.03 -0.03 -0.09

---

40
Properties=species:S:1:pos:R:3:forces:R:3 method="wB97M-V/def2-TZVPD" multiplicity=1 mol_weight_g_mol=391.6 homo_lumo_gap_ha=0.23196 lumo_energy_ev=-3.51 total_charge=+1 de_lowest_ev=1.337
Zr -0.839355 -0.340444 -0.322713 2.56 -1.92 -3.10
S -0.839619 -0.819399 3.051870 1.56 0.26 -0.63
P -0.271431 2.220037 0.572708 0.25 1.21 0.28
N -0.009090 -0.669539 1.627204 -0.45 -0.45 2.34
C 0.862402 0.260093 -1.445341 -1.53 0.37 1.48
C -0.541825 -3.900964 5.630601 0.24 0.04 -0.04
C -0.085337 -2.074943 4.101962 -0.48 -0.70 0.28
C 0.058436 3.103011 5.233654 -0.11 -0.25 -0.06
C -0.288237 -1.406121 -2.931717 -0.40 0.77 0.77
C 1.249821 -2.057436 4.500435 -0.10 -0.08 0.24
C -1.473065 1.352601 4.573823 0.30 -0.33 -0.29
C -0.380926 -2.467860 -1.994754 -0.02 -0.51 -0.12
C 0.784180 -3.847859 6.083684 -0.27 0.15 -0.27
C 0.248213 -0.121938 -2.633577 0.05 -0.38 -1.08
C -0.973976 -3.036450 4.625018 0.19 0.55 -0.08
C 1.111053 2.415697 4.621006 -0.09 -0.25 -0.12
C -1.235805 2.567013 5.212064 0.17 0.10 0.07
C 0.876529 1.196227 3.975063 -0.03 0.21 0.04
C -0.411132 0.671972 3.952409 -0.67 0.57 0.55
C -0.137883 -2.329721 -0.640234 -1.29 0.82 0.23
C 1.676659 -2.942384 5.501961 -0.10 0.18 -0.30
H -0.649247 -3.440408 -2.429261 0.13 0.22 0.18
H 0.176547 0.575621 -3.484036 0.54 -0.26 0.26
H -0.074011 3.252860 -0.384651 -0.11 -0.28 0.21
H -2.002434 -3.058593 4.259125 0.26 -0.05 0.23
H -2.062312 3.094043 5.696060 0.32 -0.17 -0.19
H -0.095622 -3.188318 0.025078 0.36 -0.12 -0.22
H 1.033009 2.258766 1.144936 -0.42 -0.13 -0.24
H 1.936443 -1.342372 4.054444 0.01 -0.21 0.25
H -2.472468 0.916690 4.529866 0.20 0.21 0.10
H 2.712379 -2.902802 5.838938 -0.27 -0.04 -0.13
H 1.119597 -4.514041 6.885106 -0.14 0.29 -0.35
H 2.124095 2.822246 4.637208 -0.34 -0.10 0.01
H -1.247751 -4.604191 6.072502 0.23 0.15 -0.17
H 0.993052 -0.807970 1.752443 -0.19 0.01 -0.15
H 1.579886 1.073334 -1.426081 -0.03 0.11 -0.19
H -0.900304 3.028281 1.560312 0.14 -0.09 -0.09
H -0.554612 -1.600740 -3.971267 -0.30 0.16 0.38
H 1.684875 0.666558 3.476506 -0.06 0.26 0.09
H 0.251469 4.054040 5.733543 -0.09 -0.31 -0.17

---

9
Properties=species:S:1:pos:R:3:forces:R:3 method="wB97M-V/def2-TZVPD" multiplicity=1 mol_weight_g_mol=89.0 homo_lumo_gap_ha="0.29662 / 0.29675" lumo_energy_ev="-0.81 / -0.81" total_charge=0 de_lowest_ev=4.252
P -0.107393 -0.573665 -1.172073 -0.10 -0.85 1.79
N 0.321274 0.824063 1.185095 -0.18 2.02 0.28
N 1.460145 -1.020072 0.740149 -0.82 1.65 -5.33
N 1.018138 -0.115006 1.451221 -0.26 0.02 2.92
C -0.032453 0.984164 -0.254949 -1.23 -0.53 -2.29
H 0.743158 1.431928 -0.893313 0.04 0.96 0.97
H 1.501850 -1.915253 1.069722 0.08 -2.59 1.51
H -1.046086 1.477273 -0.370874 1.53 -0.20 0.45
H -1.439728 -0.852825 -0.595121 0.95 -0.48 -0.32

---

Repeat the second record exactly.
40
Properties=species:S:1:pos:R:3:forces:R:3 method="wB97M-V/def2-TZVPD" multiplicity=1 mol_weight_g_mol=391.6 homo_lumo_gap_ha=0.23196 lumo_energy_ev=-3.51 total_charge=+1 de_lowest_ev=1.337
Zr -0.839355 -0.340444 -0.322713 2.56 -1.92 -3.10
S -0.839619 -0.819399 3.051870 1.56 0.26 -0.63
P -0.271431 2.220037 0.572708 0.25 1.21 0.28
N -0.009090 -0.669539 1.627204 -0.45 -0.45 2.34
C 0.862402 0.260093 -1.445341 -1.53 0.37 1.48
C -0.541825 -3.900964 5.630601 0.24 0.04 -0.04
C -0.085337 -2.074943 4.101962 -0.48 -0.70 0.28
C 0.058436 3.103011 5.233654 -0.11 -0.25 -0.06
C -0.288237 -1.406121 -2.931717 -0.40 0.77 0.77
C 1.249821 -2.057436 4.500435 -0.10 -0.08 0.24
C -1.473065 1.352601 4.573823 0.30 -0.33 -0.29
C -0.380926 -2.467860 -1.994754 -0.02 -0.51 -0.12
C 0.784180 -3.847859 6.083684 -0.27 0.15 -0.27
C 0.248213 -0.121938 -2.633577 0.05 -0.38 -1.08
C -0.973976 -3.036450 4.625018 0.19 0.55 -0.08
C 1.111053 2.415697 4.621006 -0.09 -0.25 -0.12
C -1.235805 2.567013 5.212064 0.17 0.10 0.07
C 0.876529 1.196227 3.975063 -0.03 0.21 0.04
C -0.411132 0.671972 3.952409 -0.67 0.57 0.55
C -0.137883 -2.329721 -0.640234 -1.29 0.82 0.23
C 1.676659 -2.942384 5.501961 -0.10 0.18 -0.30
H -0.649247 -3.440408 -2.429261 0.13 0.22 0.18
H 0.176547 0.575621 -3.484036 0.54 -0.26 0.26
H -0.074011 3.252860 -0.384651 -0.11 -0.28 0.21
H -2.002434 -3.058593 4.259125 0.26 -0.05 0.23
H -2.062312 3.094043 5.696060 0.32 -0.17 -0.19
H -0.095622 -3.188318 0.025078 0.36 -0.12 -0.22
H 1.033009 2.258766 1.144936 -0.42 -0.13 -0.24
H 1.936443 -1.342372 4.054444 0.01 -0.21 0.25
H -2.472468 0.916690 4.529866 0.20 0.21 0.10
H 2.712379 -2.902802 5.838938 -0.27 -0.04 -0.13
H 1.119597 -4.514041 6.885106 -0.14 0.29 -0.35
H 2.124095 2.822246 4.637208 -0.34 -0.10 0.01
H -1.247751 -4.604191 6.072502 0.23 0.15 -0.17
H 0.993052 -0.807970 1.752443 -0.19 0.01 -0.15
H 1.579886 1.073334 -1.426081 -0.03 0.11 -0.19
H -0.900304 3.028281 1.560312 0.14 -0.09 -0.09
H -0.554612 -1.600740 -3.971267 -0.30 0.16 0.38
H 1.684875 0.666558 3.476506 -0.06 0.26 0.09
H 0.251469 4.054040 5.733543 -0.09 -0.31 -0.17